{
  "formula": "C5H12N2O5P",
  "method": "ωB97M-V/def2-TZVPD",
  "species": ["C", "C", "O", "N", "O", "C", "C", "C", "O", "P", "N", "O", "O", "H", "H", "H", "H", "H", "H", "H", "H", "H", "H", "H", "H"],
  "coordinates": [[1.99, 1.71, -2.06], [0.63, 1.53, -1.18], [0.57, 0.12, -0.81], [-0.42, -0.24, 0.14], [-1.73, -0.09, -0.52], [-2.55, 0.72, 0.42], [-1.94, 1.06, 1.82], [-0.05, -1.26, 1.07], [-0.75, -1.51, 2.02], [1.67, -2.10, 0.78], [0.82, -3.13, -0.32], [2.73, -1.24, 0.17], [1.98, -2.90, 1.97], [2.55, 2.59, -1.71], [2.60, 0.81, -2.16], [1.74, 1.91, -3.15], [-0.07, 1.83, -1.92], [0.46, 2.15, -0.31], [-3.10, 1.47, -0.16], [-3.28, 0.01, 0.76], [-0.88, 1.39, 1.68], [-2.47, 1.80, 2.43], [-1.88, 0.18, 2.49], [1.15, -4.08, -0.44], [0.22, -2.72, -1.00]],
  "relative_energy_ev": 0.0128,
  "smiles": "CCON(OCC)C(=O)[P@@](N)(=O)[O-]",
  "total_charge": -1,
  "e_tot_ev": -27884.703,
  "multiplicity": 1,
  "homo_energy_ev": -4.6535,
  "orbital_gap_ev": 7.9847,
  "e_lumo_ev": 3.3312
}